{"formula": "CH4ClN3", "method": "wB97M-V/def2-TZVPD", "symbols": ["C", "N", "N", "N", "Cl", "H", "H", "H", "H"], "xyz": [[0.73187, -0.86132, 0.32825], [-0.34283, 1.33599, 0.24316], [1.25217, -2.00351, -0.02536], [0.26875, 0.19903, 0.04146], [-2.92851, 2.65082, -0.05092], [0.01123, 2.13881, -0.24657], [1.25692, -2.42395, -1.01446], [1.47675, -2.70366, 0.79767], [-1.72635, 1.66779, -0.07323]], "forces_ev_per_angstrom": [[-0.677, 2.099, -1.252], [-1.526, -1.618, -0.714], [0.971, -3.941, 0.743], [0.334, 0.530, 1.327], [0.988, -1.000, -0.249], [1.338, 0.050, -0.141], [-0.354, 1.135, 2.197], [-0.494, 2.017, -2.615], [-0.580, 0.729, 0.705]], "nbo_charge": [0.447, -0.576, -0.832, -0.062, -0.550, 0.373, 0.429, 0.431, 0.341], "largest_force_ev_per_a": 4.1, "charge": 0, "lumo_energy_ev": -0.6, "gap_ev": 8.4, "e_above_lowest_kj_mol": 236.2}



{"formula": "C3H3P3", "method": "wB97M-V/def2-TZVPD", "symbols": ["C", "C", "C", "P", "P", "P", "H", "H", "H"], "xyz": [[-1.56812, -0.70290, -0.61573], [-0.60220, -0.12344, 0.23402], [0.51073, 0.54761, 0.43180], [-2.02551, -1.17028, 0.99681], [1.63414, -1.96413, 1.78051], [-0.15636, -2.80453, 1.89586], [-1.63989, -0.72241, -1.67023], [1.10609, 0.70625, -0.43734], [0.87840, 0.96470, 1.42740]], "forces_ev_per_angstrom": [[1.799, 0.358, 2.671], [-3.827, -1.650, 0.025], [1.616, 0.621, 1.842], [1.212, 1.489, -1.664], [-2.736, -0.757, -0.121], [2.580, 0.531, 0.049], [-0.499, -0.347, -0.856], [0.565, 0.536, -0.446], [-0.710, -0.781, -1.499]], "nbo_charge": [-0.490, -0.182, -0.499, 0.547, 0.054, -0.110, 0.232, 0.213, 0.234], "largest_force_ev_per_a": 4.2, "charge": 0, "lumo_energy_ev": [-1.1, -1.1], "gap_ev": [7.3, 7.3], "e_above_lowest_kj_mol": 191.9, "smiles": "C=C1C=P1=P#P"}



| no. | E_tot (Ha) |
| --- | --- |
| 1 | -664.83605 |
| 2 | -1140.01660 |